[1]
The following is a quantum chemistry calculation of one molecule with the formula C3H2N4O, from the OMol25 dataset.

SMILES string   O=c1ccnnnn1
2S+1   1
HOMO-LUMO gap   7.912 eV
Total energy   -409.6017 a.u.
HOMO energy   -0.3496 Ha
Relative energy (zero: lowest compared OMol25 entry of this formula, charge and spin)   79.39 kcal per mole

Positions of all 10 atoms, in Å:
O (2.29969, -0.52946, -0.64804)
C (1.22233, -0.27029, -0.13789)
C (0.53110, 0.91856, 0.11934)
C (-0.82273, 0.88654, 0.11910)
N (-1.66209, -0.03142, -0.47578)
N (-1.42847, -1.22391, -0.55457)
N (-0.47245, -1.85905, 0.23590)
N (0.60543, -1.41448, 0.51372)
H (1.15868, 1.62663, 0.59534)
H (-1.43150, 1.89688, 0.23288)

List of natural (NBO) charges in e, atom by atom:
1. O -0.4687
2. C 0.5618
3. C -0.2972
4. C -0.0024
5. N -0.1718
6. N 0.0067
7. N 0.0129
8. N -0.1277
9. H 0.2527
10. H 0.2336

[2]
The following is a quantum chemistry calculation of one molecule with the formula C4H6S, from the OMol25 dataset.

SMILES string   C=CC(C)=S
2S+1   1
HOMO-LUMO gap   8.096 eV
Total energy   -554.1162 a.u.
HOMO energy   -0.3188 Ha
Relative energy (zero: lowest compared OMol25 entry of this formula, charge and spin)   35.13 kcal per mole

Positions of all 11 atoms, in Å:
C (-1.49597, -0.75208, 0.21668)
C (-0.27981, -0.97867, -0.32359)
C (0.98338, -0.24167, -0.19116)
C (0.76372, 1.22053, -0.03804)
S (2.44588, -0.82001, 0.11129)
H (-1.80367, 0.27226, 0.54380)
H (-2.22208, -1.53627, 0.49967)
H (-0.30298, -1.85112, -0.84313)
H (1.19427, 1.92688, -0.78445)
H (1.06396, 1.37755, 0.98729)
H (-0.34670, 1.38260, -0.17837)

List of natural (NBO) charges in e, atom by atom:
1. C -0.3235
2. C -0.2646
3. C -0.1068
4. C -0.6851
5. S 0.0697
6. H 0.1857
7. H 0.2169
8. H 0.2102
9. H 0.2493
10. H 0.2450
11. H 0.2032

[3]
The following is a quantum chemistry calculation of C15H16AuCl5NOSSi as an isolated structure, from the OMol25 dataset.

2S+1   1
HOMO-LUMO gap   6.543 eV
Total energy   -3835.5900 a.u.
Net charge   -1
HOMO energy   -0.1625 Ha
Relative energy (zero: lowest compared OMol25 entry of this formula, charge and spin)   48.87 kcal per mole

Positions of all 41 atoms, in Å:
Au (-0.79555, 0.61889, 0.16873)
S (-0.93855, -0.01651, 2.53730)
C (-1.96144, -1.30890, 1.95392)
C (-2.53827, -2.32405, 2.73385)
C (-3.30101, -3.28803, 2.10888)
C (-3.48634, -3.24842, 0.72552)
C (-2.88319, -2.22189, 0.02778)
N (-2.15401, -1.28196, 0.63230)
H (-2.36630, -2.33210, 3.80267)
H (-3.76113, -4.07622, 2.69320)
H (-4.07820, -3.99431, 0.21080)
H (-2.97276, -2.12938, -1.04984)
Cl (1.04700, -1.23499, -1.53388)
C (0.08707, -0.16977, -2.51230)
C (-0.89450, 0.59525, -1.89620)
C (-1.71136, 1.36506, -2.73010)
Cl (-3.04404, 2.27648, -2.08544)
C (-1.53069, 1.39586, -4.11508)
Cl (-2.57665, 2.32932, -5.12774)
C (-0.50404, 0.65528, -4.69231)
Cl (-0.25177, 0.70300, -6.40171)
C (0.29700, -0.14929, -3.88887)
Cl (1.53147, -1.12355, -4.60434)
C (4.31048, 1.36940, 0.44137)
Si (2.68348, 0.69721, 1.13032)
C (2.58698, 1.32057, 2.90965)
C (2.87538, -1.17506, 1.23807)
O (1.47336, 1.18109, 0.20347)
H (5.17734, 1.04500, 1.03773)
H (4.28823, 2.46545, 0.44010)
H (4.45416, 1.02511, -0.58926)
H (3.46765, 1.02900, 3.49532)
H (1.69967, 0.91976, 3.41371)
H (2.51331, 2.41406, 2.92161)
H (3.54897, -1.47984, 2.04900)
H (3.26411, -1.58719, 0.29940)
H (1.89585, -1.63072, 1.42732)
C (-1.31675, 2.62969, 0.60620)
H (-1.04083, 3.21901, -0.26226)
H (-0.71008, 2.86580, 1.47674)
H (-2.38400, 2.65190, 0.80439)

List of natural (NBO) charges in e, atom by atom:
1. Au 1.1524
2. S -0.2247
3. C 0.0746
4. C -0.2737
5. C -0.1623
6. C -0.3079
7. C 0.0614
8. N -0.5309
9. H 0.2201
10. H 0.2067
11. H 0.2122
12. H 0.1980
13. Cl 0.0445
14. C 0.0348
15. C -0.3333
16. C -0.0703
17. Cl 0.0150
18. C -0.0963
19. Cl 0.0261
20. C -0.0854
21. Cl 0.0293
22. C -0.1265
23. Cl 0.0342
24. C -1.1383
25. Si 1.9287
26. C -1.1475
27. C -1.1548
28. O -1.3852
29. H 0.2043
30. H 0.2193
31. H 0.2208
32. H 0.2094
33. H 0.2272
34. H 0.2187
35. H 0.2136
36. H 0.2166
37. H 0.2280
38. C -0.7549
39. H 0.1981
40. H 0.2066
41. H 0.1916

[4]
The following is a quantum chemistry calculation of a 12-piece molecular cluster, C51H85ClN2O13S overall, from the OMol25 dataset.

SMILES string   NCCCCc1ccc(Cl)c2c1N(CC(=O)O)c1ccccc1S2.CC(C)=O.CC(C)=O.CC(C)=O.CC(C)=O.CC(C)=O.CC(C)=O.CC(C)=O.CC(C)=O.CC(C)=O.CC(C)=O.CC(C)=O
2S+1   1
HOMO-LUMO gap   8.415 eV
Total energy   -3940.2896 a.u.
HOMO energy   -0.2963 Ha

Positions of all 153 atoms, in Å:
N (-4.52705, 3.04270, -2.75702)
C (-3.76606, 3.84524, -1.74987)
C (-2.72989, 2.91007, -1.10639)
C (-1.62696, 3.64995, -0.34300)
C (-1.20653, 2.98948, 1.00534)
C (-0.21392, 1.86853, 0.75465)
C (1.13030, 2.15493, 0.91862)
C (2.14183, 1.26661, 0.72936)
C (1.81412, 0.00344, 0.32364)
Cl (3.06241, -1.17933, 0.02422)
C (0.50048, -0.32598, 0.16115)
C (-0.53492, 0.56686, 0.38030)
N (-1.92621, 0.17385, 0.24558)
C (-2.27677, -0.66303, 1.42532)
C (-3.36526, -0.04823, 2.27919)
O (-3.85424, 1.04520, 2.12170)
O (-3.81150, -0.87492, 3.30625)
C (-2.16170, -0.58173, -0.96574)
C (-3.24826, -0.28704, -1.74632)
C (-3.53016, -0.95835, -2.91095)
C (-2.67962, -1.95729, -3.31920)
C (-1.58732, -2.27628, -2.55455)
C (-1.33935, -1.60764, -1.38582)
S (0.05608, -1.97783, -0.35540)
H (-5.31994, 2.59678, -2.30716)
H (-4.92907, 3.66160, -3.45301)
H (-4.49542, 4.16941, -0.99819)
H (-3.31947, 4.67799, -2.29712)
H (-3.27548, 2.28001, -0.40159)
H (-2.32249, 2.29112, -1.90610)
H (-0.71969, 3.61168, -0.95816)
H (-1.83940, 4.71659, -0.20695)
H (-2.08666, 2.66991, 1.56309)
H (-0.66284, 3.75063, 1.55536)
H (1.39709, 3.15749, 1.24403)
H (3.19486, 1.47323, 0.87144)
H (-1.37702, -0.79184, 2.03765)
H (-2.56805, -1.67341, 1.12314)
H (-4.67897, -1.22678, 3.07391)
H (-3.91661, 0.49520, -1.41591)
H (-4.41739, -0.66440, -3.45728)
H (-2.89117, -2.47927, -4.24556)
H (-0.92140, -3.06300, -2.89475)
C (-0.53332, -7.64961, 0.04822)
C (0.20305, -6.40832, -0.39095)
C (1.17684, -5.80360, 0.58932)
O (0.02183, -5.92092, -1.48350)
H (-1.19656, -7.97738, -0.74975)
H (0.17859, -8.44829, 0.26511)
H (-1.12900, -7.43521, 0.93711)
H (1.96068, -6.52533, 0.82843)
H (0.65372, -5.50784, 1.50023)
H (1.63371, -4.92152, 0.14377)
C (5.22537, 4.92316, -1.16746)
C (4.71697, 3.55825, -1.55870)
C (5.73968, 2.53785, -1.98988)
O (3.53490, 3.29030, -1.52953)
H (4.38769, 5.55683, -0.88303)
H (5.90851, 4.83627, -0.32046)
H (5.74175, 5.38460, -2.01077)
H (6.44441, 2.35132, -1.17666)
H (6.27590, 2.89411, -2.86977)
H (5.23783, 1.60562, -2.24220)
C (4.00889, 2.96441, -5.18361)
C (4.83023, 1.79300, -5.66491)
C (4.32310, 1.05955, -6.88235)
O (5.84842, 1.45233, -5.10552)
H (4.47781, 3.40315, -4.30798)
H (3.94758, 3.72233, -5.96652)
H (3.00559, 2.63175, -4.91319)
H (4.27460, 1.73958, -7.73432)
H (3.33244, 0.64752, -6.68377)
H (5.00227, 0.24371, -7.12119)
C (-7.41428, -3.16287, -0.16248)
C (-6.65161, -1.93511, -0.58591)
C (-5.69520, -1.33720, 0.41440)
O (-6.79926, -1.44173, -1.68174)
H (-8.06314, -3.48309, -0.97497)
H (-6.71937, -3.97085, 0.07374)
H (-8.02812, -2.93468, 0.71105)
H (-4.92360, -2.06619, 0.67393)
H (-6.24182, -1.03154, 1.31121)
H (-5.22147, -0.46377, -0.02200)
C (1.10752, 5.65174, -2.10398)
C (1.55396, 7.08504, -1.96856)
C (0.47539, 8.14145, -1.93945)
O (2.72546, 7.37985, -1.88593)
H (1.97952, 5.00002, -2.10941)
H (0.47229, 5.38085, -1.26104)
H (0.56012, 5.52015, -3.03985)
H (-0.18853, 7.97244, -1.09003)
H (-0.09915, 8.11328, -2.86672)
H (0.93332, 9.12364, -1.83872)
C (2.12693, -7.31112, -3.23877)
C (2.91142, -8.56739, -3.49923)
C (3.74401, -8.61358, -4.75341)
O (2.87691, -9.50372, -2.72938)
H (1.58051, -7.41621, -2.31208)
H (2.80651, -6.46197, -3.15412)
H (1.41500, -7.13832, -4.04767)
H (4.48817, -7.81652, -4.73028)
H (3.10467, -8.49866, -5.63062)
H (4.25556, -9.57242, -4.81376)
C (-10.30898, 2.25716, 0.75435)
C (-9.54182, 0.98257, 0.49993)
C (-8.68714, 0.92460, -0.74032)
O (-9.60844, 0.04291, 1.26107)
H (-10.87796, 2.15905, 1.67678)
H (-9.61705, 3.09488, 0.85405)
H (-11.00028, 2.44677, -0.06820)
H (-7.92329, 1.70420, -0.70270)
H (-9.30657, 1.05489, -1.62929)
H (-8.19959, -0.04173, -0.79281)
C (4.69553, -9.07076, -0.28998)
C (5.38313, -7.81148, -0.75662)
C (6.34615, -7.15462, 0.20298)
O (5.17386, -7.34286, -1.85430)
H (4.03442, -9.43214, -1.07853)
H (5.43815, -9.83935, -0.06727)
H (4.10323, -8.85993, 0.60316)
H (7.15769, -7.84214, 0.44562)
H (5.82370, -6.86572, 1.11640)
H (6.76654, -6.26302, -0.25891)
C (8.47734, -2.36143, -1.07748)
C (7.89860, -1.65568, 0.12536)
C (6.42182, -1.34682, 0.09299)
O (8.58779, -1.35179, 1.07142)
H (9.54264, -2.52147, -0.92372)
H (7.99081, -3.32889, -1.21297)
H (8.33719, -1.75158, -1.97141)
H (5.84937, -2.27187, 0.00782)
H (6.19581, -0.69392, -0.75179)
H (6.13726, -0.84148, 1.01351)
C (-1.42142, 6.23610, 5.27225)
C (-1.28735, 4.87157, 4.64403)
C (-1.63931, 3.68704, 5.50455)
O (-0.91349, 4.73415, 3.50026)
H (-1.13768, 6.99692, 4.54723)
H (-2.45500, 6.40632, 5.57718)
H (-0.76565, 6.31110, 6.14087)
H (-2.68190, 3.75174, 5.81894)
H (-0.99142, 3.66188, 6.38063)
H (-1.50020, 2.77043, 4.93309)
C (0.07169, 3.79164, 10.62891)
C (-1.16762, 4.00717, 9.79598)
C (-2.48176, 3.56719, 10.39240)
O (-1.11060, 4.51076, 8.69744)
H (0.94104, 4.15132, 10.08246)
H (-0.00852, 4.34327, 11.56682)
H (0.20102, 2.72852, 10.83746)
H (-2.67054, 4.10908, 11.32037)
H (-2.46088, 2.49453, 10.59081)
H (-3.28590, 3.77965, 9.69091)

Mulliken population analysis, charges in e, atoms 1 to 99:
1. N -0.4582
2. C -0.9977
3. C 0.4406
4. C -0.5706
5. C -0.5200
6. C -0.3048
7. C -0.9091
8. C -1.1949
9. C 1.0764
10. Cl -0.2575
11. C 0.6438
12. C -0.8177
13. N 1.3100
14. C -0.3571
15. C -0.1550
16. O -0.4701
17. O -0.5195
18. C -0.7705
19. C -0.3027
20. C -0.7642
21. C -0.8431
22. C -0.4496
23. C 1.1237
24. S -0.3295
25. H 0.0954
26. H 0.2446
27. H 0.2522
28. H 0.4753
29. H -0.3796
30. H 0.4613
31. H 0.0036
32. H 0.5797
33. H 0.4020
34. H 0.4850
35. H 0.3591
36. H 0.4968
37. H 0.5822
38. H 0.4807
39. H 0.4331
40. H 0.0528
41. H 0.4907
42. H 0.3988
43. H 0.5294
44. C -1.2853
45. C 0.9946
46. C -0.9935
47. O -0.5201
48. H 0.3216
49. H 0.3188
50. H 0.4202
51. H 0.2664
52. H 0.3859
53. H 0.1814
54. C -1.2208
55. C 0.8619
56. C -1.2056
57. O -0.4412
58. H 0.2671
59. H 0.3872
60. H 0.3257
61. H 0.4869
62. H 0.3677
63. H 0.1860
64. C -0.6293
65. C 0.7949
66. C -1.1979
67. O -0.5372
68. H -0.1481
69. H 0.4206
70. H 0.3017
71. H 0.3273
72. H 0.3142
73. H 0.3224
74. C -1.5137
75. C 0.5421
76. C -0.2599
77. O -0.5557
78. H 0.3758
79. H 0.4041
80. H 0.3144
81. H 0.4458
82. H 0.5012
83. H -0.2635
84. C 0.0088
85. C 0.7778
86. C -1.2339
87. O -0.5553
88. H -0.1703
89. H -0.1379
90. H 0.4012
91. H 0.2911
92. H 0.3309
93. H 0.3464
94. C -0.6946
95. C 0.9718
96. C -1.3583
97. O -0.6563
98. H -0.2293
99. H 0.3313

Question: The lowest HOMO-LUMO gap belongs to which entry?
Answer: C15H16AuCl5NOSSi

Question: Among the records above, which one has the lowest HOMO energy?
Answer: C3H2N4O

Question: Number 4 is which compound?
Answer: C51H85ClN2O13S